<w>
Formula: C4H4ClN
Source: the OMol25 dataset
Level of theory: ωB97M-V with the def2-TZVPD basis set

HOMO energy	-0.3486	Eh
gap between HOMO and LUMO	10.5	eV
net charge	0
spin multiplicity	1

Cartesian coordinates (Å):
Cl: 3.32 0.08 0.09
N: 1.67 -0.35 0.04
C: 0.85 0.62 0.04
C: -0.63 0.50 -0.03
C: -1.33 -0.60 0.66
C: -1.22 -0.85 -0.56
H: 1.36 1.60 -0.01
H: -1.16 1.44 -0.35
H: -1.21 -1.16 1.62
H: -1.66 -1.26 -1.49

---

<x>
Formula: C4H4ClN
Source: the OMol25 dataset
Level of theory: ωB97M-V with the def2-TZVPD basis set

HOMO energy	-0.3911	Eh
gap between HOMO and LUMO	11.4	eV
net charge	0
spin multiplicity	1

Cartesian coordinates (Å):
C: 1.07 1.23 -0.70
C: -0.10 0.57 -0.41
C: -0.33 -0.42 0.68
Cl: 1.09 -1.01 1.32
C: -1.17 -1.79 0.33
N: -1.66 -2.78 -0.07
H: 2.03 1.10 -0.23
H: 1.08 2.13 -1.26
H: -0.95 0.97 -0.97
H: -1.05 0.02 1.32

---

Here are the energies relative to the best structure, in hartree: <w> 0.0854; <x> 0.0000.